1.
{
  "formula": "BaH18O9",
  "method": "ωB97M-V with the def2-TZVPD basis set",
  "symbols": ["Ba", "O", "O", "O", "O", "O", "O", "O", "O", "O", "H", "H", "H", "H", "H", "H", "H", "H", "H", "H", "H", "H", "H", "H", "H", "H", "H", "H"],
  "xyz": [[7.469, 5.920, 6.428], [9.754, 6.937, 4.800], [4.792, 7.344, 6.910], [9.265, 7.573, 7.987], [7.894, 3.653, 5.086], [5.904, 4.383, 8.226], [5.981, 5.540, 4.259], [6.941, 8.269, 5.315], [4.252, 7.685, 3.851], [9.379, 4.499, 7.801], [9.354, 3.614, 8.032], [9.234, 7.912, 8.894], [3.815, 8.057, 3.020], [4.350, 8.153, 6.931], [10.605, 7.149, 5.180], [9.768, 8.269, 7.488], [6.076, 3.461, 8.387], [7.343, 2.982, 4.613], [3.584, 7.068, 4.142], [5.383, 6.176, 3.765], [10.014, 6.791, 3.906], [5.534, 4.709, 4.182], [6.072, 8.264, 4.807], [5.649, 4.762, 9.044], [4.006, 6.774, 6.865], [7.423, 8.764, 4.618], [8.264, 3.196, 5.805], [9.942, 4.907, 8.466]],
  "total_energy_ha": -713.0640,
  "charge": 2
}

---

2.
{
  "formula": "BaH18O9",
  "method": "ωB97M-V with the def2-TZVPD basis set",
  "symbols": ["Ba", "O", "O", "O", "O", "O", "O", "O", "O", "O", "H", "H", "H", "H", "H", "H", "H", "H", "H", "H", "H", "H", "H", "H", "H", "H", "H", "H"],
  "xyz": [[-8.011, -17.054, -23.757], [-9.585, -19.086, -23.092], [-7.799, -15.192, -25.996], [-10.596, -16.244, -24.966], [-6.348, -19.424, -23.372], [-6.353, -15.039, -23.007], [-5.639, -16.954, -25.079], [-9.812, -15.597, -22.049], [-7.791, -17.879, -21.038], [-8.641, -18.728, -25.915], [-9.490, -19.993, -23.383], [-11.152, -15.726, -24.384], [-5.768, -19.607, -22.634], [-7.247, -15.244, -26.777], [-10.443, -15.075, -22.545], [-7.938, -14.255, -25.862], [-11.139, -16.991, -25.215], [-9.428, -19.185, -26.209], [-10.136, -15.571, -21.148], [-6.463, -20.271, -23.803], [-8.565, -18.175, -20.560], [-5.328, -16.050, -25.116], [-5.066, -17.431, -25.679], [-10.067, -19.147, -22.268], [-7.052, -18.238, -20.546], [-8.290, -18.320, -26.707], [-6.206, -14.097, -22.915], [-5.926, -15.424, -22.242]],
  "total_energy_ha": -712.4059,
  "charge": 3,
  "spin_multiplicity": 2
}

---

3.
{
  "formula": "BaH40O20",
  "method": "ωB97M-V with the def2-TZVPD basis set",
  "symbols": ["Ba", "O", "O", "O", "O", "O", "O", "O", "O", "O", "O", "O", "O", "O", "O", "O", "O", "O", "O", "O", "O", "H", "H", "H", "H", "H", "H", "H", "H", "H", "H", "H", "H", "H", "H", "H", "H", "H", "H", "H", "H", "H", "H", "H", "H", "H", "H", "H", "H", "H", "H", "H", "H", "H", "H", "H", "H", "H", "H", "H", "H"],
  "xyz": [[-0.707, -0.111, -0.285], [0.541, -4.905, -0.078], [0.941, -2.700, 4.177], [-4.112, -0.572, -0.262], [-4.604, 0.847, -2.672], [0.636, -0.209, -3.783], [0.942, 0.709, 4.725], [-0.630, 2.724, -3.138], [1.322, 1.992, -1.037], [-1.298, -2.666, -0.817], [2.207, -0.528, -1.207], [3.900, -0.313, 1.182], [-1.192, 0.000, 2.527], [2.719, 2.730, 1.257], [-1.770, 2.547, 0.028], [-1.931, 0.016, -2.692], [-3.932, -3.869, -0.985], [1.717, -2.371, 1.243], [1.167, 0.500, 1.780], [-3.330, 3.425, -2.150], [5.633, 2.134, 1.161], [2.780, -1.151, -0.689], [1.975, 0.049, 1.539], [-0.731, -3.429, -0.670], [-3.850, -4.365, -0.161], [-2.491, 3.448, -2.630], [-4.218, -4.462, -1.685], [1.245, -5.278, -0.568], [0.618, -3.240, 4.893], [5.826, 2.541, 0.293], [-2.828, 0.399, -2.862], [6.132, 2.656, 1.833], [1.169, -1.826, 4.557], [2.504, 0.347, -0.987], [-0.526, 1.788, -3.398], [1.494, 1.427, 1.874], [4.460, 0.451, 1.297], [3.660, 2.523, 1.358], [2.715, 3.616, 1.572], [-1.759, 0.038, 3.314], [0.493, 0.666, 5.608], [-1.581, -0.391, -3.485], [1.635, -3.326, 1.022], [-2.183, -2.988, -1.068], [-3.618, 4.358, -2.088], [-0.055, 3.201, -3.755], [1.815, 2.494, -0.388], [0.590, 2.543, -1.303], [1.820, 0.951, 5.068], [4.292, -1.014, 1.703], [-1.779, 3.288, 0.625], [-4.577, -1.416, -0.231], [-0.398, 0.442, 2.856], [-5.240, 0.495, -3.302], [-4.536, -0.072, -0.974], [-2.464, 2.758, -0.616], [1.528, -2.345, 2.191], [1.141, -0.463, -4.534], [-4.735, 1.817, -2.600], [0.182, -5.594, 0.479], [1.273, -0.318, -3.065]],
  "total_energy_ha": -1554.0614,
  "charge": 2
}